[1]
Entry from the Open Molecules 2025 dataset: a structure of composition C33H38N6OReS3Te (ωB97M-V/def2-TZVPD).

Properties
- E_HOMO: -4.9187 eV
- Energy above the lowest of the compared OMol25 structures with the same formula, charge and spin: 0.0 kcal/mol
- Largest force on an atom: 0.0115 Eh/bohr

```
! wB97M-V def2-TZVPD RIJCOSX def2/J DEFGRID3
* xyz -1 1
Re -0.014 -0.187 0.292
C -0.076 -0.961 3.366
N 0.860 -0.444 2.344
C 1.341 0.882 2.811
C 2.054 -1.336 2.267
C 1.747 -2.751 1.858
C 1.981 -3.790 2.751
C 1.728 -5.107 2.398
C 1.233 -5.391 1.134
C 1.005 -4.364 0.233
C 1.259 -3.040 0.578
H 0.419 -0.943 4.342
H -0.366 -1.982 3.131
H -0.964 -0.335 3.393
H 1.788 0.775 3.804
H 0.501 1.569 2.873
H 2.084 1.263 2.114
H 2.524 -1.344 3.258
H 2.748 -0.860 1.572
H 2.369 -3.561 3.738
H 1.906 -5.903 3.110
H 1.010 -6.413 0.855
H 0.587 -4.575 -0.744
S -3.770 -2.501 -1.231
C -2.443 -1.702 -0.685
S -1.625 -2.035 0.816
S -1.690 -0.362 -1.464
C 2.836 1.205 -2.250
C 2.635 0.972 -0.788
O 3.507 1.023 0.052
N 1.335 0.649 -0.416
Te -0.940 3.337 -1.555
C -2.238 5.016 -1.632
C -2.239 5.958 -0.599
C -1.361 5.863 0.619
C -3.122 7.037 -0.673
C -3.994 7.203 -1.734
C -4.943 8.369 -1.793
C -3.983 6.249 -2.745
C -3.132 5.152 -2.709
C -3.213 4.144 -3.823
C 0.078 3.712 -3.380
C 0.137 2.688 -4.338
C -0.502 1.343 -4.119
C 0.825 2.919 -5.527
C 1.442 4.131 -5.794
C 2.177 4.365 -7.086
C 1.370 5.130 -4.831
C 0.705 4.943 -3.624
C 0.677 6.073 -2.633
H 3.871 1.482 -2.439
H 2.164 1.981 -2.616
H 2.578 0.274 -2.762
H -0.395 5.413 0.393
H -1.830 5.239 1.383
H -1.197 6.852 1.047
H -3.121 7.764 0.133
H -4.778 9.054 -0.961
H -5.980 8.031 -1.749
H -4.822 8.929 -2.723
H -4.667 6.352 -3.581
H -4.062 4.362 -4.470
H -3.329 3.135 -3.424
H -2.307 4.146 -4.434
H -1.564 1.439 -3.889
H -0.056 0.809 -3.277
H -0.391 0.717 -5.004
H 0.877 2.123 -6.263
H 2.138 3.484 -7.726
H 3.226 4.603 -6.903
H 1.744 5.202 -7.638
H 1.852 6.084 -5.017
H 1.415 6.830 -2.898
H 0.887 5.714 -1.624
H -0.306 6.548 -2.601
N 1.474 -2.019 -1.589
C 1.013 -1.929 -0.396
H 1.956 -2.916 -1.714
N -1.349 1.159 1.211
C -2.021 1.936 1.766
N -2.788 2.816 2.291
C -2.477 3.299 3.485
N -2.265 3.774 4.520
*
```



[2]
Entry from the Open Molecules 2025 dataset: a structure of composition C33H39BN4O2P2Pt (ωB97M-V/def2-TZVPD).

Properties
- E_HOMO (spin up / spin down): -8.6281 / -12.0958 eV
- Energy above the lowest of the compared OMol25 structures with the same formula, charge and spin: 0.0 kcal/mol
- Largest force on an atom: 0.0649 Eh/bohr

```
! wB97M-V def2-TZVPD RIJCOSX def2/J DEFGRID3
* xyz 2 5
Pt 2.661 1.883 0.414
C 3.596 -0.122 1.643
C 2.830 -0.284 0.466
C 1.430 -0.862 0.477
C 0.252 0.119 0.353
C 0.513 1.468 0.942
C 1.186 1.649 2.177
C 1.611 0.565 3.124
C 3.080 0.065 3.011
C 2.741 3.891 0.334
H 4.679 -0.233 1.561
H 3.367 -0.567 -0.449
H 1.362 -1.450 1.392
H 1.351 -1.538 -0.379
H 0.051 0.259 -0.727
H -0.665 -0.331 0.768
H -0.130 2.271 0.545
H 1.167 2.640 2.634
H 0.949 -0.313 3.037
H 1.485 0.963 4.149
H 3.751 0.806 3.492
H 3.155 -0.864 3.622
H 3.395 4.374 1.085
H 1.703 4.239 0.499
H 3.058 4.162 -0.688
P -3.217 0.389 -0.688
P -1.538 -2.132 -1.804
N -4.083 0.925 0.709
N -4.420 1.036 -1.918
N -1.656 -3.308 -0.411
N -1.245 -3.378 -2.998
C -3.910 -1.324 -0.752
C -3.374 -1.971 -2.024
C -3.687 1.975 1.563
C -4.578 2.027 2.628
C -5.566 0.991 2.411
C -5.255 0.350 1.225
C -4.166 2.179 -2.688
C -5.322 2.514 -3.387
C -6.324 1.534 -3.042
C -5.731 0.619 -2.177
C -0.706 -3.355 0.624
C -1.140 -4.239 1.605
C -2.403 -4.766 1.176
C -2.717 -4.157 -0.038
C -1.687 -4.712 -3.011
C -1.574 -5.212 -4.298
C -1.065 -4.149 -5.128
C -0.883 -3.043 -4.317
H -4.999 -1.429 -0.707
H -3.511 -1.862 0.119
H -3.863 -2.935 -2.240
H -3.556 -1.321 -2.898
H -2.814 2.570 1.303
H -4.560 2.717 3.462
H -6.426 0.744 3.026
H -5.769 -0.470 0.741
H -3.183 2.632 -2.669
H -5.466 3.358 -4.054
H -7.361 1.519 -3.355
H -6.132 -0.313 -1.779
H 0.217 -2.813 0.535
H -0.597 -4.506 2.505
H -2.994 -5.518 1.686
H -3.624 -4.251 -0.638
H -2.013 -5.191 -2.101
H -1.818 -6.213 -4.619
H -0.864 -4.214 -6.186
H -0.522 -2.047 -4.519
O 5.555 2.964 -0.278
B 4.630 2.364 0.626
O 5.304 2.100 1.861
C 6.607 2.447 1.666
C 7.641 2.411 2.566
C 8.882 2.903 2.126
C 9.012 3.475 0.856
C 7.940 3.528 -0.043
C 6.746 2.985 0.374
H 7.496 2.031 3.572
H 9.744 2.866 2.796
H 9.966 3.914 0.567
H 8.005 3.970 -1.041
*
```



[3]
Entry from the Open Molecules 2025 dataset: a structure of composition C33H39ClN2O2PV (ωB97M-V/def2-TZVPD).

Properties
- E_HOMO (spin up / spin down): -14.2384 / -14.2385 eV
- Energy above the lowest of the compared OMol25 structures with the same formula, charge and spin: 2.8 kcal/mol
- Largest force on an atom: 0.0117 Eh/bohr

```
! wB97M-V def2-TZVPD RIJCOSX def2/J DEFGRID3
* xyz 2 1
V 1.102 0.417 0.162
O 3.786 1.841 -2.291
C 2.825 1.719 -1.605
O 2.395 0.558 -1.072
C 1.931 2.860 -1.211
C 2.094 4.121 -1.778
C 1.256 5.121 -1.362
C 0.337 4.869 -0.324
C -0.481 5.897 0.212
C -1.283 5.655 1.288
C -1.284 4.376 1.886
C -0.529 3.359 1.373
C 0.273 3.570 0.235
N 1.026 2.547 -0.289
H 2.863 4.262 -2.524
H 1.315 6.112 -1.794
H -0.436 6.882 -0.235
H -1.893 6.444 1.705
H -1.879 4.208 2.775
H -0.502 2.399 1.871
C -1.090 0.937 -2.692
C -1.924 1.443 -1.512
C -3.409 1.499 -1.866
P -1.487 0.427 -0.046
C -2.549 0.786 1.422
C -1.858 0.279 2.690
C -3.951 0.175 1.337
C -1.732 -1.313 -0.431
C -2.893 -1.972 -0.828
C -2.892 -3.353 -1.012
C -4.135 -4.075 -1.443
C -1.710 -4.062 -0.776
C -0.541 -3.427 -0.393
C -0.568 -2.047 -0.240
N 0.576 -1.290 0.082
C 1.865 -1.848 0.245
C 2.277 -2.255 1.543
C 1.375 -2.181 2.740
C 3.520 -2.840 1.680
C 4.327 -3.099 0.576
C 5.687 -3.689 0.752
C 3.836 -2.825 -0.710
C 2.616 -2.227 -0.914
C 2.103 -2.037 -2.309
H -1.247 1.585 -3.554
H -1.387 -0.074 -2.976
H -0.016 0.925 -2.484
H -1.595 2.452 -1.244
H -3.796 0.519 -2.146
H -3.533 2.153 -2.730
H -4.018 1.908 -1.062
H -2.634 1.874 1.444
H -1.738 -0.807 2.651
H -2.475 0.505 3.560
H -0.878 0.728 2.860
H -3.908 -0.913 1.379
H -4.506 0.470 0.450
H -4.517 0.513 2.206
H -3.811 -1.423 -0.988
H -4.969 -3.389 -1.578
H -4.423 -4.822 -0.702
H -3.968 -4.599 -2.384
H -1.707 -5.137 -0.903
H 0.372 -3.985 -0.231
H 0.443 -1.655 2.545
H 1.885 -1.725 3.590
H 1.113 -3.198 3.039
H 3.861 -3.130 2.667
H 5.734 -4.327 1.633
H 6.414 -2.884 0.889
H 5.992 -4.260 -0.123
H 4.430 -3.112 -1.569
H 2.604 -2.732 -2.980
H 2.305 -1.031 -2.675
H 1.030 -2.214 -2.382
Cl 3.625 0.572 2.138
C 1.905 0.831 1.965
H 1.701 1.899 2.069
H 1.352 0.260 2.709
*
```



Question: Which value of energy above the lowest of the compared OMol25 structures with the same formula, charge and spin does entry 2 give?
Answer: 0.0 kcal/mol



Question: Look up the energy above the lowest of the compared OMol25 structures with the same formula, charge and spin of the second one.
Answer: 0.0 kcal/mol